1.
Entry from the Open Molecules 2025 dataset: 8 unconnected molecules or ions with the total composition C17H50O12 (ωB97M-V/def2-TZVPD).

The value obtained for the energy above the lowest of the compared OMol25 structures with the same formula, charge and spin is 50.9 kJ/mol. The lowest unoccupied orbital energy comes out at 0.010 Ha. The orbital gap is 10.074 eV.

Geometry (Å):
1 O 0.259 -0.312 -0.716
2 H -0.076 0.461 -0.248
3 H -0.526 -0.690 -1.137
4 C 3.438 -1.917 -0.051
5 C 4.643 -2.680 -0.505
6 O 5.261 -2.061 -1.609
7 O 2.588 -1.758 -1.170
8 H 3.759 -0.945 0.357
9 H 2.918 -2.401 0.787
10 H 4.365 -3.718 -0.735
11 H 5.369 -2.727 0.310
12 H 4.651 -2.139 -2.350
13 H 1.819 -1.223 -0.916
14 C -1.597 2.322 1.334
15 C -2.375 1.722 2.473
16 O -3.786 1.884 2.351
17 O -1.778 1.567 0.117
18 H -0.529 2.264 1.549
19 H -1.859 3.376 1.207
20 H -2.116 2.259 3.390
21 H -2.113 0.672 2.619
22 H -4.077 1.737 1.448
23 H -2.680 1.755 -0.157
24 C -0.688 4.432 -2.660
25 C 0.219 3.272 -2.959
26 O 0.092 2.879 -4.320
27 O -0.347 5.616 -3.350
28 H -0.738 4.597 -1.573
29 H -1.734 4.227 -2.903
30 H 0.035 2.440 -2.268
31 H 1.257 3.589 -2.783
32 H 0.903 2.443 -4.592
33 H 0.488 5.955 -3.015
34 C -4.614 -2.827 0.306
35 C -4.209 -1.484 0.866
36 O -2.794 -1.349 0.915
37 O -4.464 -2.778 -1.120
38 H -5.654 -3.071 0.545
39 H -3.978 -3.598 0.749
40 H -4.589 -1.406 1.884
41 H -4.653 -0.703 0.240
42 H -2.477 -1.116 0.035
43 H -4.475 -3.671 -1.477
44 C 0.349 -1.264 2.629
45 C -0.237 -1.614 3.983
46 C -1.545 -2.338 3.869
47 O 0.680 -2.464 4.694
48 H 1.340 -0.821 2.730
49 H -0.307 -0.610 2.046
50 H 0.419 -2.147 1.986
51 H -0.344 -0.677 4.547
52 H -1.391 -3.276 3.332
53 H -2.224 -1.716 3.283
54 H -1.992 -2.559 4.836
55 H 1.405 -1.918 5.011
56 C -0.541 -1.398 -3.885
57 C -1.506 -2.267 -3.124
58 C -0.821 -3.480 -2.509
59 O -2.098 -1.465 -2.089
60 H 0.327 -1.118 -3.287
61 H -1.037 -0.470 -4.188
62 H -0.224 -1.871 -4.814
63 H -2.299 -2.633 -3.786
64 H -0.040 -3.153 -1.814
65 H -0.309 -4.077 -3.267
66 H -1.515 -4.120 -1.962
67 H -2.876 -1.924 -1.735
68 C 4.778 3.228 1.594
69 C 3.638 2.927 0.631
70 C 2.601 2.033 1.260
71 O 2.988 4.142 0.256
72 H 5.246 2.285 1.895
73 H 4.375 3.704 2.485
74 H 5.547 3.826 1.106
75 H 4.041 2.408 -0.245
76 H 1.709 2.077 0.628
77 H 2.305 2.255 2.285
78 H 2.949 1.000 1.189
79 H 3.473 4.596 -0.438

In elementary charge units, the Mulliken charges are: atom 1 (O): -0.068, atom 2 (H): -0.082, atom 3 (H): 0.170, atom 4 (C): 0.533, atom 5 (C): -0.780, atom 6 (O): -0.554, atom 7 (O): -0.400, atom 8 (H): -0.146, atom 9 (H): 0.199, atom 10 (H): 0.318, atom 11 (H): 0.358, atom 12 (H): 0.316, atom 13 (H): 0.213, atom 14 (C): -0.172, atom 15 (C): -0.083, atom 16 (O): -0.568, atom 17 (O): -0.454, atom 18 (H): -0.023, atom 19 (H): 0.375, atom 20 (H): 0.447, atom 21 (H): -0.117, atom 22 (H): 0.335, atom 23 (H): 0.232, atom 24 (C): -0.586, atom 25 (C): 0.380, atom 26 (O): -0.574, atom 27 (O): -0.541, atom 28 (H): 0.268, atom 29 (H): 0.309, atom 30 (H): -0.061, atom 31 (H): 0.226, atom 32 (H): 0.314, atom 33 (H): 0.313, atom 34 (C): -0.593, atom 35 (C): -0.506, atom 36 (O): 0.169, atom 37 (O): -0.617, atom 38 (H): 0.391, atom 39 (H): 0.301, atom 40 (H): 0.435, atom 41 (H): 0.285, atom 42 (H): -0.083, atom 43 (H): 0.299, atom 44 (C): -0.405, atom 45 (C): 0.341, atom 46 (C): -1.093, atom 47 (O): -0.586, atom 48 (H): 0.323, atom 49 (H): -0.090, atom 50 (H): 0.166, atom 51 (H): 0.250, atom 52 (H): 0.361, atom 53 (H): 0.009, atom 54 (H): 0.374, atom 55 (H): 0.333, atom 56 (C): -1.318, atom 57 (C): 0.422, atom 58 (C): -1.093, atom 59 (O): -0.615, atom 60 (H): 0.166, atom 61 (H): 0.343, atom 62 (H): 0.451, atom 63 (H): 0.413, atom 64 (H): 0.090, atom 65 (H): 0.428, atom 66 (H): 0.295, atom 67 (H): 0.282, atom 68 (C): -1.396, atom 69 (C): 0.460, atom 70 (C): -0.377, atom 71 (O): -0.580, atom 72 (H): 0.342, atom 73 (H): 0.349, atom 74 (H): 0.369, atom 75 (H): 0.260, atom 76 (H): -0.123, atom 77 (H): 0.439, atom 78 (H): -0.098, atom 79 (H): 0.329

=====

2.
Entry from the Open Molecules 2025 dataset: 8 unconnected molecules or ions with the total composition C17H52BClFO10PS7 (ωB97M-V/def2-TZVPD).

The lowest unoccupied orbital energy comes out at 0.007 Ha. The orbital gap is 8.657 eV.

Geometry (Å):
1 C -0.743 -2.128 3.419
2 C -0.406 -0.957 2.287
3 O 0.403 -1.441 1.157
4 C 0.282 -0.533 -0.022
5 P 0.743 1.284 0.418
6 F 2.156 0.616 1.283
7 Cl -0.925 2.065 -0.720
8 B 1.974 2.391 -0.543
9 O 3.337 2.590 0.064
10 O 1.719 3.109 -1.808
11 H -1.831 -1.863 3.832
12 H 0.031 -2.019 4.307
13 H -0.662 -3.217 3.000
14 H -1.383 -0.460 1.875
15 H 0.215 -0.130 2.882
16 H -0.852 -0.533 -0.386
17 H 1.029 -0.843 -0.900
18 H 0.162 1.793 1.665
19 H 3.115 3.007 0.971
20 H 2.071 4.047 -1.635
21 C -3.624 1.361 -3.935
22 S -3.442 -0.323 -3.299
23 O -2.013 -0.493 -2.875
24 C -3.637 -1.151 -4.896
25 H -3.498 2.060 -3.105
26 H -2.862 1.559 -4.692
27 H -4.621 1.485 -4.363
28 H -2.875 -0.801 -5.595
29 H -4.634 -0.948 -5.293
30 H -3.522 -2.227 -4.744
31 C 0.882 5.251 -6.567
32 S -0.267 3.975 -5.997
33 O -1.591 4.637 -5.753
34 C 0.517 3.718 -4.387
35 H 0.559 5.592 -7.553
36 H 0.878 6.095 -5.873
37 H 1.887 4.830 -6.642
38 H 0.535 4.654 -3.826
39 H 1.533 3.346 -4.531
40 H -0.063 2.976 -3.834
41 C -3.224 -5.269 4.459
42 S -3.413 -4.610 6.133
43 O -2.628 -3.333 6.207
44 C -2.439 -5.895 6.954
45 H -3.729 -4.595 3.762
46 H -2.165 -5.330 4.198
47 H -3.684 -6.257 4.401
48 H -1.428 -5.919 6.542
49 H -2.924 -6.864 6.817
50 H -2.390 -5.664 8.021
51 C 5.770 1.088 1.454
52 S 7.020 -0.075 2.052
53 O 6.863 -0.179 3.541
54 C 8.443 0.995 1.730
55 H 4.783 0.640 1.596
56 H 5.826 2.022 2.018
57 H 5.928 1.281 0.391
58 H 8.338 1.934 2.277
59 H 8.517 1.190 0.658
60 H 9.346 0.480 2.066
61 C -0.477 -6.817 1.352
62 S -1.938 -5.765 1.173
63 O -3.067 -6.432 1.903
64 C -2.178 -6.073 -0.594
65 H -0.170 -6.806 2.401
66 H -0.714 -7.841 1.055
67 H 0.334 -6.424 0.735
68 H -2.312 -7.142 -0.773
69 H -1.313 -5.704 -1.150
70 H -3.072 -5.537 -0.921
71 C 4.038 7.563 0.052
72 S 2.860 7.332 -1.302
73 O 2.263 5.963 -1.151
74 C 4.099 7.243 -2.618
75 H 3.481 7.608 0.991
76 H 4.738 6.725 0.086
77 H 4.579 8.500 -0.091
78 H 4.795 6.425 -2.421
79 H 4.638 8.190 -2.676
80 H 3.585 7.061 -3.565
81 C -4.217 -1.424 -0.352
82 S -4.677 -0.607 1.195
83 O -3.424 -0.433 2.002
84 C -5.580 -2.013 1.891
85 H -3.605 -0.735 -0.939
86 H -3.641 -2.329 -0.141
87 H -5.118 -1.675 -0.915
88 H -4.921 -2.881 1.965
89 H -6.438 -2.245 1.257
90 H -5.931 -1.739 2.888

In elementary charge units, the Mulliken charges are: atom 1 (C): -0.666, atom 2 (C): 0.033, atom 3 (O): -0.407, atom 4 (C): -0.118, atom 5 (P): 0.210, atom 6 (F): -0.423, atom 7 (Cl): -0.355, atom 8 (B): 0.526, atom 9 (O): -0.379, atom 10 (O): -0.090, atom 11 (H): 0.191, atom 12 (H): 0.310, atom 13 (H): 0.019, atom 14 (H): 0.398, atom 15 (H): 0.020, atom 16 (H): 0.072, atom 17 (H): 0.306, atom 18 (H): -0.009, atom 19 (H): 0.281, atom 20 (H): 0.343, atom 21 (C): -0.965, atom 22 (S): 0.669, atom 23 (O): -0.580, atom 24 (C): -1.096, atom 25 (H): 0.271, atom 26 (H): 0.257, atom 27 (H): 0.425, atom 28 (H): 0.328, atom 29 (H): 0.405, atom 30 (H): 0.328, atom 31 (C): -0.934, atom 32 (S): 0.504, atom 33 (O): -0.629, atom 34 (C): -0.673, atom 35 (H): 0.341, atom 36 (H): 0.261, atom 37 (H): 0.341, atom 38 (H): 0.240, atom 39 (H): 0.365, atom 40 (H): 0.174, atom 41 (C): -0.433, atom 42 (S): 0.445, atom 43 (O): -0.587, atom 44 (C): -0.933, atom 45 (H): -0.062, atom 46 (H): 0.126, atom 47 (H): 0.479, atom 48 (H): 0.281, atom 49 (H): 0.344, atom 50 (H): 0.332, atom 51 (C): -0.705, atom 52 (S): 0.489, atom 53 (O): -0.623, atom 54 (C): -0.921, atom 55 (H): 0.143, atom 56 (H): 0.311, atom 57 (H): 0.340, atom 58 (H): 0.289, atom 59 (H): 0.330, atom 60 (H): 0.329, atom 61 (C): -1.115, atom 62 (S): 0.815, atom 63 (O): -0.675, atom 64 (C): -1.124, atom 65 (H): 0.304, atom 66 (H): 0.381, atom 67 (H): 0.371, atom 68 (H): 0.369, atom 69 (H): 0.380, atom 70 (H): 0.303, atom 71 (C): -0.952, atom 72 (S): 0.432, atom 73 (O): -0.657, atom 74 (C): -0.895, atom 75 (H): 0.319, atom 76 (H): 0.289, atom 77 (H): 0.385, atom 78 (H): 0.296, atom 79 (H): 0.391, atom 80 (H): 0.272, atom 81 (C): -0.286, atom 82 (S): 0.324, atom 83 (O): -0.591, atom 84 (C): -0.695, atom 85 (H): -0.306, atom 86 (H): 0.195, atom 87 (H): 0.476, atom 88 (H): -0.004, atom 89 (H): 0.379, atom 90 (H): 0.357

=====

- Which of these has the lowest lowest unoccupied orbital energy?
  C17H52BClFO10PS7

=====

- The lowest orbital gap belongs to which entry?
  C17H52BClFO10PS7

=====

- Which of these has the highest orbital gap?
  C17H50O12

=====

- Which of these has the lowest lowest unoccupied orbital energy?
  C17H52BClFO10PS7